--- P ---
The following is a quantum chemistry calculation of an isolated molecule of C4H8FN3, from the Open Molecules 2025 dataset.

```
16
C4H8FN3, DFT ωB97M-V with the def2-TZVPD basis set
C -0.812 -2.169 -1.820
N -0.073 -1.907 -0.823
N -0.511 -0.960 0.057
C 0.537 -0.354 0.821
C 0.354 1.112 1.181
N -0.808 1.767 0.634
C 1.407 0.688 0.188
F 1.176 0.994 -1.116
H -0.489 -2.970 -2.515
H -1.767 -1.639 -2.007
H -1.122 -0.264 -0.351
H 0.995 -1.029 1.561
H 0.724 1.409 2.171
H -0.572 2.654 0.230
H -1.495 1.887 1.345
H 2.455 0.780 0.446
```

Lowest unoccupied orbital energy = 0.91 eV
Kohn-Sham gap = 9.35 eV
SMILES = C=NN[C@@H]1[C@H](N)[C@@H]1F
Highest occupied orbital energy = -8.44 eV

--- Q ---
The following is a quantum chemistry calculation of an isolated molecule of C4H8FN3, from the Open Molecules 2025 dataset.

```
16
C4H8FN3, DFT ωB97M-V with the def2-TZVPD basis set
H -1.458 1.517 0.964
N -0.977 0.594 1.176
C -0.359 0.115 0.180
C -0.282 0.750 -1.246
C -0.088 2.291 -1.087
F -1.366 2.841 -0.660
N 0.467 -1.078 0.336
N 0.530 -1.660 1.630
C 0.822 -2.968 1.659
H 0.611 0.371 -1.749
H -1.270 0.524 -1.791
H 0.036 2.800 -2.056
H 0.664 2.642 -0.342
H 0.621 -1.752 -0.499
H 0.819 -3.408 2.693
H 1.231 -3.582 0.792
```

Lowest unoccupied orbital energy = 0.84 eV
Kohn-Sham gap = 9.70 eV
SMILES = [H]/N=C(\CCF)NN=C
Highest occupied orbital energy = -8.86 eV

The structure with the least stability is P.

--- P ---
The following is a quantum chemistry calculation of an isolated molecule of C5H5NO3, from the Open Molecules 2025 dataset.

```
14
C5H5NO3, DFT ωB97M-V with the def2-TZVPD basis set
C 2.225 1.449 0.229
O 2.484 0.228 -0.544
C 1.769 -0.817 -0.197
O 2.324 -1.913 -0.184
C 0.360 -0.742 -0.263
C -0.706 -0.370 -0.225
C -2.296 0.027 -0.201
N -2.974 -1.094 0.051
O -2.727 1.090 -0.460
H 3.005 2.189 -0.094
H 0.990 1.826 0.027
H 2.463 1.187 1.209
H -4.118 -0.912 0.269
H -2.799 -2.149 0.383
```

Lowest unoccupied orbital energy = 0.20 eV
Kohn-Sham gap = 10.68 eV
SMILES = COC(=O)C#CC(N)=O
Highest occupied orbital energy = -10.48 eV

--- Q ---
The following is a quantum chemistry calculation of an isolated molecule of C5H5NO3, from the Open Molecules 2025 dataset.

```
14
C5H5NO3, DFT ωB97M-V with the def2-TZVPD basis set
O 3.720 -0.439 0.359
C 2.608 0.037 0.300
O 1.402 -0.665 -0.001
C -0.019 -0.236 -0.222
C -0.466 1.189 -0.410
C -1.118 0.349 0.655
C -2.032 -0.731 0.103
O -3.150 -1.097 0.279
N -1.011 -1.265 -0.646
H 2.583 1.124 0.638
H -0.991 1.370 -1.406
H 0.336 1.825 -0.133
H -1.053 0.567 1.735
H -0.811 -2.027 -1.251
```

Lowest unoccupied orbital energy = 0.68 eV
Kohn-Sham gap = 10.38 eV
SMILES = O=CO[C@]12C[C@H]1C(=O)N2
Highest occupied orbital energy = -9.70 eV

The structure with the least stability is P.

--- P ---
The following is a quantum chemistry calculation of an isolated molecule of C6H6OS, from the Open Molecules 2025 dataset.

```
14
C6H6OS, DFT ωB97M-V with the def2-TZVPD basis set
C -0.247 1.288 0.664
C -0.054 0.139 1.525
C -0.130 1.329 -0.672
C 0.188 -1.084 1.106
C 0.317 0.232 -1.534
C 0.530 -1.127 -1.030
O 0.085 -2.240 -1.633
S 2.085 -0.337 -1.347
H -0.559 2.194 1.169
H -0.176 0.332 2.590
H -0.364 2.248 -1.192
H 0.280 -2.024 1.600
H 0.044 0.332 -2.581
H 0.655 -2.996 -1.446
```

Lowest unoccupied orbital energy = 0.30 eV
Kohn-Sham gap = 8.72 eV
Highest occupied orbital energy = -8.42 eV

--- Q ---
The following is a quantum chemistry calculation of C6H6OS as an isolated structure, from the Open Molecules 2025 dataset.

```
14
C6H6OS, DFT ωB97M-V with the def2-TZVPD basis set
C -1.712 0.684 1.081
C -0.552 0.230 0.339
C 0.605 0.840 0.066
C 1.820 0.070 -0.501
C 0.958 -1.137 -1.101
C -0.344 -1.008 -0.437
H -1.705 0.086 2.066
H -2.578 0.118 0.421
H -1.773 2.018 0.868
H 0.619 2.026 0.295
H 2.263 0.569 -1.333
H 2.462 -0.147 0.389
O 1.319 -2.071 -1.684
S -1.383 -2.277 -0.469
```

Lowest unoccupied orbital energy = -1.19 eV
Kohn-Sham gap = 7.54 eV
Highest occupied orbital energy = -8.72 eV

The structure with the least stability is P.